C11H15AsB2ClCrF6O2S3 | ωB97M-V with the def2-TZVPD basis set

```
42
Properties=species:S:1:pos:R:3:lowdin_spin:R:1
Cr -0.1065 -0.2039 0.2903 1.067
S -2.3808 -0.3926 0.2468 -0.039
C -2.6902 -2.1181 0.3401 0.002
C -4.0136 -2.5863 0.3191 -0.002
C -4.3147 -3.9377 0.4008 0.004
C -3.2744 -4.8631 0.5172 0.000
C -1.9634 -4.4133 0.5444 0.001
C -1.6435 -3.0471 0.4495 0.001
S 0.0264 -2.5203 0.4716 -0.014
H -4.8126 -1.8529 0.2353 0.000
H -5.3478 -4.2675 0.3774 0.000
H -3.4870 -5.9254 0.5937 0.000
H -1.1456 -5.1216 0.6390 0.000
F -0.0305 4.1397 -0.1690 0.000
B -0.6112 3.0285 -0.8164 0.000
F -0.2218 1.8545 -0.0403 0.007
F -2.0121 3.1176 -0.8181 0.000
F -0.1024 2.8848 -2.1249 0.000
Cl 2.3123 0.8191 -5.0267 0.000
C 0.9150 0.5640 -3.8900 0.000
C 1.2306 -0.1603 -2.5870 0.002
O 2.3229 -0.7275 -2.4284 0.001
O 0.2593 -0.0659 -1.8024 0.009
H 0.1701 -0.0107 -4.4282 0.000
H 0.4994 1.5340 -3.6368 0.000
F -0.4875 -0.6905 3.2972 -0.006
B -0.3045 0.2144 2.3196 -0.017
F -0.2730 1.4832 2.7815 -0.004
C 4.7193 -1.5572 1.7538 0.000
As 3.6346 -1.3071 0.1607 -0.002
C 5.0193 -0.7540 -1.0295 -0.001
C 3.2227 -3.1434 -0.1596 0.000
S 2.2910 0.2111 0.7963 -0.005
H 5.5409 -2.2518 1.5648 0.000
H 4.0772 -1.9400 2.5474 0.000
H 5.1050 -0.5858 2.0555 0.000
H 5.8864 -1.3857 -0.8395 0.000
H 5.2480 0.2792 -0.7801 0.000
H 4.6696 -0.8274 -2.0524 0.000
H 4.1657 -3.6832 -0.0476 0.000
H 2.7974 -3.2418 -1.1501 0.000
H 2.4974 -3.4620 0.5836 0.000
```

As for the spin multiplicity: 2. As for the expectation value of S²: 0.775. The net charge is -2. The calculation puts the HOMO energy (alpha / beta) at -1.6 / -1.5 eV. The LUMO energy (alpha / beta) is 4.482 / 4.485 eV. The relative energy (zero: lowest compared OMol25 entry of this formula, charge and spin) comes out at 0.00 kcal per mole. As for the gap between HOMO and LUMO (alpha / beta): 6.05 / 5.94 eV.